10 unconnected molecules or ions with the total composition C20H40Br20, computed with wB97M-V/def2-TZVPD.

Atoms and positions in Å:
Br: 16.722701 -25.103092 8.776008
C: 18.129513 -26.185782 9.581184
C: 19.475976 -25.524539 9.301703
Br: 20.910123 -26.800959 9.493483
H: 18.037272 -27.155058 9.108003
H: 17.903071 -26.279035 10.631521
H: 19.616543 -24.711996 10.011363
H: 19.490613 -25.132941 8.294450
Br: 19.457962 -18.690094 13.281833
C: 20.264435 -19.608095 14.798449
C: 21.757864 -19.558899 14.627193
Br: 22.627239 -20.441547 16.101317
H: 19.889497 -20.620134 14.763744
H: 19.968328 -19.103419 15.708486
H: 22.104500 -18.528962 14.658946
H: 22.102329 -19.931065 13.664730
Br: 20.178140 -23.837865 15.669598
C: 21.210028 -23.823684 17.271176
C: 20.506589 -23.200445 18.412466
Br: 21.631927 -23.328009 19.967740
H: 22.141647 -23.311561 17.034163
H: 21.573827 -24.817914 17.535978
H: 19.568459 -23.715139 18.601917
H: 20.278562 -22.152151 18.264807
Br: 20.087415 -22.217427 12.475347
C: 21.352233 -23.705515 12.317103
C: 22.694971 -23.213618 12.714160
Br: 23.987126 -24.542651 12.186695
H: 21.388091 -24.008299 11.277705
H: 20.932772 -24.472200 12.949341
H: 22.825753 -22.979661 13.768062
H: 22.898202 -22.285450 12.187280
Br: 23.938813 -23.766606 4.421332
C: 22.917898 -23.881833 6.070967
C: 23.745914 -23.419036 7.181410
Br: 22.777412 -23.493547 8.840255
H: 22.721637 -24.940343 6.176952
H: 21.986655 -23.342418 5.961251
H: 24.144750 -22.414186 7.109767
H: 24.633242 -24.054416 7.198420
Br: 27.050683 -22.627379 16.202133
C: 25.431663 -23.683128 16.130892
C: 25.732890 -25.111976 15.699432
Br: 24.079993 -26.130955 15.686331
H: 24.764652 -23.187819 15.429901
H: 24.935323 -23.663234 17.100337
H: 26.434354 -25.661677 16.319648
H: 26.165824 -25.176113 14.700624
Br: 18.126773 -29.913016 13.526929
C: 18.707815 -28.494964 14.715037
C: 20.080191 -28.087965 14.425565
Br: 21.278841 -29.545608 14.907754
H: 18.642019 -28.912157 15.710523
H: 18.005025 -27.678383 14.605225
H: 20.388800 -27.267866 15.063497
H: 20.290184 -27.897150 13.381380
Br: 16.995533 -21.569694 16.328711
C: 17.043729 -22.230829 14.511922
C: 16.429578 -23.601843 14.452897
Br: 16.411467 -24.254830 12.627934
H: 18.068412 -22.217746 14.155232
H: 16.529064 -21.494091 13.905621
H: 15.447140 -23.566630 14.915009
H: 17.045004 -24.322082 14.977280
Br: 22.974951 -19.996665 10.280310
C: 23.672450 -18.202138 9.716902
C: 23.519599 -17.169015 10.800248
Br: 24.815714 -17.458819 12.211346
H: 23.060628 -18.035651 8.839084
H: 24.678648 -18.501454 9.478005
H: 22.540658 -17.250323 11.255855
H: 23.686301 -16.191709 10.358088
Br: 19.406341 -20.680217 7.195886
C: 19.039468 -20.974462 9.088331
C: 17.628596 -20.530357 9.316389
Br: 16.856970 -20.983223 11.064953
H: 19.716446 -20.338159 9.643427
H: 19.229663 -22.011376 9.290535
H: 16.939749 -20.964274 8.601729
H: 17.558688 -19.452791 9.223280

Cartesian forces, eV/Å:
Br -0.0269 0.1316 0.1775
C 0.2062 -0.0228 -0.4968
C -0.8530 0.0258 0.2965
Br 0.0772 -0.0482 0.1575
H 0.1012 -0.0810 -0.0523
H 0.0235 0.0450 0.2694
H 0.2245 0.0227 -0.0600
H 0.2217 -0.0204 -0.1683
Br -0.0779 0.0676 0.0841
C 0.2603 -0.0432 -0.1937
C 0.0714 0.8824 -0.4621
Br 0.1600 -0.3518 0.0960
H -0.0999 -0.1675 0.1591
H -0.2196 0.0491 0.0351
H -0.0146 0.0629 0.1601
H -0.0513 -0.5226 0.1646
Br -0.3516 -0.1385 -0.3149
C 1.8441 -0.4351 0.1322
C -0.9256 0.2816 0.1512
Br 0.1116 -0.0076 0.2700
H -0.1881 0.3653 -0.1029
H -0.5771 -0.2275 -0.2609
H 0.0294 -0.0611 0.2595
H 0.1028 0.1538 -0.1179
Br 0.1416 -0.0920 -0.4914
C -0.5425 0.2636 0.0515
C 0.4101 0.6577 0.2045
Br 0.3505 -0.0983 0.1359
H -0.3067 -0.0830 -0.0883
H 0.1690 -0.3513 0.0438
H -0.2010 -0.3454 0.1464
H 0.3068 -0.0911 -0.2692
Br -0.0233 0.1712 -0.1265
C -0.8082 -0.4769 -0.8825
C 1.6867 0.3509 0.4864
Br -0.1349 -0.1530 0.1844
H -0.2492 -0.1230 0.0660
H -0.0700 0.1572 -0.1807
H -0.3747 0.2710 -0.2397
H -0.1391 -0.1162 0.6231
Br 0.0250 -0.0292 0.0658
C -0.3066 -0.5114 -0.0439
C 0.3512 0.0960 -0.3517
Br -0.0810 -0.0341 0.0420
H 0.1003 -0.0605 -0.1665
H 0.3112 0.0267 0.0922
H -0.1742 0.2607 0.4761
H -0.3619 0.2644 -0.0813
Br -0.2274 -0.0013 -0.1427
C -1.1193 -0.4438 0.1416
C 1.4238 -0.1236 -0.0063
Br 0.3676 -0.0324 0.0468
H -0.1544 0.0470 0.1971
H -0.1233 0.1399 -0.0851
H -0.0258 0.2788 -0.0782
H -0.1150 0.2494 -0.1097
Br 0.0883 0.0356 0.1576
C 0.2421 0.2945 -0.5400
C 0.3111 0.0809 0.4343
Br -0.2746 -0.0256 -0.0222
H 0.0927 -0.1578 0.3078
H -0.3578 -0.0346 0.0586
H -0.2213 -0.2996 -0.4295
H 0.0272 0.0049 0.2512
Br -0.0256 0.4518 0.0685
C -0.5841 -1.4944 0.3889
C 0.1384 -0.4895 -0.3643
Br -0.0417 0.1137 0.0290
H 0.1264 0.4441 -0.0988
H 0.3604 0.5619 -0.2234
H -0.1133 0.2304 0.0252
H 0.0239 0.1793 0.2334
Br 0.1634 -0.0287 0.0199
C 0.0043 0.4272 0.1317
C -0.8026 0.1702 -0.1257
Br 0.3995 0.1033 -0.3468
H 0.3101 -0.1238 0.0582
H -0.0054 -0.3988 0.0868
H 0.0045 -0.1699 -0.0293
H -0.0199 0.0963 0.0860

Properties
SMILES   BrCCBr.BrCCBr.BrCCBr.BrCCBr.BrCCBr.BrCCBr.BrCCBr.BrCCBr.BrCCBr.BrCCBr
Orbital gap   10.043 eV
LUMO level   0.07 eV
HOMO energy   -9.98 eV
Molar mass   1878.62 g/mol
Total energy   -52266.37714 Eh
Maximum force   0.037 Eh/bohr
ΔE to the lowest compared entry with this formula, charge and spin   9.0 kcal/mol
Total charge   0


10 unconnected molecules or ions with the total composition C25H70O10, computed with wB97M-V/def2-TZVPD.

Atoms and positions in Å:
C: 11.635417 -20.627446 1.211502
C: 12.974471 -19.917794 1.298076
C: 14.146102 -20.613164 0.671386
O: 12.937286 -18.530885 0.764233
H: 10.788319 -20.117213 1.608596
H: 11.774551 -21.579762 1.760181
H: 11.391779 -20.759862 0.194874
H: 13.119373 -19.800918 2.378497
H: 15.070939 -20.039325 0.682947
H: 13.984069 -20.844594 -0.365986
H: 14.351656 -21.528838 1.238145
H: 12.158765 -18.349009 0.253854
C: 6.155003 -19.801945 -1.507330
C: 5.779448 -18.397182 -1.153149
C: 4.303850 -18.172012 -1.331885
O: 6.343191 -18.012923 0.183152
H: 7.284859 -19.821887 -1.534024
H: 5.724585 -20.141902 -2.432324
H: 5.788028 -20.566175 -0.769671
H: 6.256921 -17.753181 -1.847793
H: 4.056439 -17.086385 -1.358349
H: 3.750447 -18.613977 -0.463103
H: 3.985925 -18.583723 -2.301991
H: 5.591558 -17.833918 0.797394
C: 9.698501 -14.809952 -0.645306
C: 9.103936 -15.971763 -1.414549
C: 9.612492 -17.270877 -0.879787
O: 7.713651 -15.986900 -1.460319
H: 10.790204 -14.811361 -0.745156
H: 9.483227 -14.744148 0.379311
H: 9.327865 -13.882738 -1.108719
H: 9.392094 -15.917610 -2.485187
H: 9.376141 -17.364418 0.209745
H: 10.703956 -17.367099 -0.916573
H: 9.089318 -18.081994 -1.345885
H: 7.371690 -16.449114 -0.697086
C: 11.903089 -17.270305 7.170399
C: 10.633115 -17.595556 7.962156
C: 9.873506 -16.468956 8.559809
O: 9.748501 -18.456647 7.131754
H: 11.679505 -16.911084 6.166410
H: 12.439160 -18.227295 7.118587
H: 12.520129 -16.547998 7.697750
H: 10.985173 -18.283050 8.795964
H: 9.028554 -16.749192 9.188870
H: 9.611456 -15.791869 7.789410
H: 10.448033 -15.842763 9.240256
H: 9.536633 -18.097421 6.272557
C: 6.913381 -16.238544 3.886937
C: 7.917610 -17.332089 4.149102
C: 8.584516 -17.859099 2.858823
O: 8.948701 -16.803219 5.006042
H: 6.155087 -16.626776 3.239804
H: 7.337634 -15.406286 3.332636
H: 6.344425 -15.874917 4.773033
H: 7.415279 -18.150311 4.717731
H: 9.081152 -17.084042 2.293569
H: 7.895837 -18.369641 2.153548
H: 9.345602 -18.597297 3.190787
H: 8.647062 -15.980250 5.474389
C: 13.174911 -21.183510 5.135406
C: 11.748299 -21.376944 5.660119
O: 11.574324 -20.565843 6.855774
H: 13.469576 -20.156513 4.950238
H: 13.440772 -21.810355 4.307505
H: 13.807081 -21.469506 6.005485
H: 11.625362 -22.413080 5.924975
H: 11.033374 -21.113146 4.917357
H: 10.916614 -19.872276 6.645209
C: 4.024232 -18.633721 4.356127
C: 4.871288 -19.856592 4.222941
O: 5.804097 -19.592599 3.107047
H: 3.814724 -18.234672 3.351462
H: 4.445045 -17.884208 5.008098
H: 3.050627 -18.871736 4.747222
H: 4.236686 -20.737982 4.073231
H: 5.454011 -20.124217 5.084959
H: 6.667409 -20.010150 3.363265
C: 13.343749 -15.827014 3.301590
C: 13.716132 -17.192430 3.840240
O: 14.647911 -17.890776 2.996137
H: 12.837543 -15.936947 2.339587
H: 14.251985 -15.224377 3.179590
H: 12.642125 -15.267271 3.892653
H: 12.818045 -17.844601 3.971877
H: 14.221157 -17.016288 4.770483
H: 14.184406 -17.857359 2.084399
C: 4.495131 -13.461303 1.004882
C: 5.790060 -14.057789 0.711239
O: 6.796442 -13.512028 1.515894
H: 3.768332 -13.982964 0.386454
H: 4.517414 -12.400194 0.799874
H: 4.224082 -13.561509 2.052819
H: 6.074449 -13.854364 -0.368578
H: 5.791604 -15.147377 0.843776
H: 7.626406 -13.794427 1.114281
C: 5.952305 -13.351615 5.992397
C: 6.825208 -14.301596 6.811110
O: 8.101840 -14.466376 6.187634
H: 6.499064 -12.417197 5.821828
H: 4.908463 -13.235564 6.379726
H: 5.902209 -13.744861 5.005372
H: 6.415070 -15.394278 6.938111
H: 6.933509 -13.857159 7.771533
H: 8.487380 -13.590587 6.072677

Cartesian forces, eV/Å:
C 1.2534 -0.6434 0.2421
C -0.6625 1.7696 0.6587
C 0.3471 -0.5738 0.4369
O 0.6950 -0.9078 0.7702
H -0.3090 0.7482 0.8220
H -0.3739 0.2760 -0.5573
H -0.2941 -0.8176 -1.4303
H 0.5196 0.2010 -0.2048
H -0.1723 0.3508 0.3541
H -0.3539 -0.2995 -0.5134
H -0.0492 -0.0402 -0.2581
H -0.6633 -0.1691 -0.2512
C 1.4506 -1.1681 1.5187
C -0.1503 0.0136 0.8360
C -0.8792 0.8454 1.0759
O -1.5747 -0.0407 -0.9113
H -1.1834 -0.4784 -0.1134
H 0.0869 0.2553 -0.7009
H 0.4472 0.8421 -0.2743
H 0.6777 0.6322 -0.5796
H 0.1734 -0.6123 0.1095
H 0.1408 0.0846 -0.9172
H -0.0311 -0.0511 0.5316
H 0.8347 -0.3941 -0.6299
C 0.3676 1.0418 -2.1995
C 0.9754 -0.1964 -0.6095
C 0.2905 -0.4785 1.8467
O -0.7944 0.7180 -0.2499
H -0.1414 0.0007 -0.0125
H -0.5277 -0.4297 1.5950
H 0.1982 -0.0898 0.1556
H 0.1564 0.3052 0.5342
H -0.0065 0.1854 -0.6851
H -0.2090 -0.0188 -0.4759
H 0.0962 -0.6469 -0.4871
H -0.2943 -0.3596 0.6611
C -0.3582 -0.4875 0.3257
C 0.3434 -2.2654 0.0365
C 0.0721 0.7151 0.8639
O 0.8738 -0.3728 1.7627
H -0.0377 0.0976 -0.0249
H 0.1154 0.4195 -0.3241
H 0.0818 0.1290 0.0447
H -0.6682 0.5744 -0.9546
H -0.2458 -0.3580 -0.5159
H -0.8752 0.6902 -0.8474
H 0.6863 -0.2121 0.0638
H 0.0259 1.2361 -0.4837
C -0.8258 0.1081 0.0183
C 0.0871 0.4767 0.4008
C -0.2271 -1.0994 0.7461
O 0.1423 0.1653 0.0837
H -0.6396 -0.4431 -0.5559
H 0.2680 0.2610 0.2319
H 0.7810 -0.3015 -0.4366
H 0.3007 0.2636 -0.5479
H 0.1831 0.4522 0.1416
H 0.1383 0.3306 0.6143
H -0.2243 0.3809 -0.3628
H 0.1025 -0.8285 -0.6123
C 0.3381 -0.1284 1.9478
C 1.2498 1.1251 0.8529
O -0.2064 -0.5036 -1.2090
H -0.3808 0.2858 -0.3167
H 0.0052 -0.3825 -0.5571
H -0.0806 -0.0193 -0.6283
H -0.2221 -0.4691 0.1454
H -0.8375 0.2298 -0.6295
H 0.1234 -0.2298 0.5165
C -0.5727 0.2044 -0.2652
C 0.6749 -0.1541 -1.1620
O 0.3784 -1.1994 1.3028
H 0.3169 0.0604 0.3148
H 0.3145 0.3843 -0.0806
H -0.4557 -0.2369 0.3894
H 0.1709 0.0507 -0.6721
H 0.2762 0.3118 0.6939
H -1.2181 0.5761 -0.5674
C 0.1977 -0.1137 -0.9605
C -0.2744 -0.4695 -0.3718
O -1.4875 0.7759 -1.7895
H 0.2297 0.0302 -0.2246
H -0.2033 -0.0964 -0.0986
H -0.2547 0.0574 0.7424
H 0.4401 0.5487 0.2090
H 0.1461 -0.4149 0.7127
H 1.1851 -0.2405 1.7865
C -1.0614 0.2983 0.4330
C 1.5704 -0.7271 -1.9438
O 0.7980 0.3569 0.5359
H -0.3741 0.2697 0.0135
H -0.1831 0.2847 -0.2690
H -0.0722 -0.2142 0.1583
H -0.4921 -0.4041 0.9114
H -0.2276 -0.0669 -0.0865
H 0.0459 0.1744 0.2407
C -0.2167 -0.5069 0.1319
C -0.9100 -1.5470 -0.4655
O -0.1065 0.3016 0.2465
H -0.3888 0.2143 0.5940
H 1.0706 0.1819 -0.1367
H -0.4041 -0.4747 -0.9690
H 0.5470 2.1948 -0.2847
H 0.3078 -0.0037 1.1382
H 0.1041 -0.1011 -0.0845

Properties
SMILES   CC(C)O.CC(C)O.CC(C)O.CC(C)O.CC(C)O.CCO.CCO.CCO.CCO.CCO
Orbital gap   9.957 eV
LUMO level   0.44 eV
HOMO energy   -9.52 eV
Molar mass   530.83 g/mol
Total energy   -1746.79485 Eh
Maximum force   0.051 Eh/bohr
ΔE to the lowest compared entry with this formula, charge and spin   32.8 kcal/mol
Total charge   0


A gas-phase ion, C5H12N3 (charge +1), computed with wB97M-V/def2-TZVPD.

Atoms and positions in Å:
C: -1.374769 2.130201 1.130958
C: -0.536557 1.687583 0.187611
C: -0.364278 0.423589 -0.562075
N: -0.961284 -0.687272 0.078399
C: -1.699178 -1.619453 -0.670446
N: 1.182113 0.207033 -0.453471
C: 1.764839 -0.463790 0.483989
N: 3.051611 -0.653458 0.410303
H: -1.259694 3.104222 1.449362
H: -1.907650 1.420900 1.753947
H: 0.060208 2.355034 -0.356855
H: -0.476170 0.334063 -1.745128
H: -1.513494 -0.244342 0.806387
H: -1.380374 -2.749232 -0.533107
H: -2.689098 -1.698489 -0.434947
H: -1.747399 -1.336966 -1.710692
H: 1.756141 0.716266 -1.123283
H: 1.150928 -1.072793 1.099577
H: 3.482143 -1.569257 0.654869
H: 3.461961 -0.283834 -0.465393

Cartesian forces, eV/Å:
C 1.3694 -3.1188 -0.6369
C -1.4594 0.9876 -1.1788
C 1.1783 -2.4505 -0.7228
N -0.1238 1.8107 1.4723
C 1.5232 -3.5274 -1.3137
N -0.7456 0.9716 -0.3807
C -0.6521 -0.9357 -1.9099
N 2.6418 -0.9565 -0.8426
H -0.1092 1.9209 0.6633
H -0.5805 0.2861 -0.1259
H 0.7634 1.7644 -0.1483
H -0.2167 0.9769 2.4329
H -0.0988 -0.8275 0.1330
H 0.0336 2.2522 -0.5588
H -2.7687 0.3198 1.2029
H 0.4650 -0.2574 -0.5950
H -0.1294 -0.1342 0.1462
H -0.5049 -0.0696 0.9467
H -0.6495 1.2331 0.3655
H 0.0639 -0.2458 1.0505

Properties
SMILES   C=C[C@H](NC)/[NH+]=C/N
Orbital gap   10.029 eV
LUMO level   -3.45 eV
HOMO energy   -13.48 eV
Molar mass   114.17 g/mol
Total energy   -361.66798 Eh
Maximum force   0.079 Eh/bohr
ΔE to the lowest compared entry with this formula, charge and spin   62.8 kcal/mol
Total charge   +1


C4H4O3 in the gas phase, computed with wB97M-V/def2-TZVPD.

Atoms and positions in Å:
C: -1.647755 0.284987 -0.546896
C: -0.547330 -0.704431 -0.255431
O: -0.626855 -1.888030 -0.493838
C: 0.691244 -0.251815 0.569555
O: 0.601656 -0.429101 1.764469
C: 2.088074 0.326585 0.279702
O: 2.302726 1.507431 0.280026
H: -1.869405 0.897168 0.334775
H: -2.545980 -0.258012 -0.860871
H: -1.333803 0.959241 -1.352358
H: 2.887423 -0.444024 0.280863

Cartesian forces, eV/Å:
C 0.0470 -0.0083 -0.0131
C -0.0304 -0.4357 -0.1389
O 0.2442 0.7463 -0.0159
C -0.1031 0.0046 0.9036
O -0.3011 -0.1107 -0.1058
C -0.0220 0.0996 -0.4221
O -0.1595 -0.4230 -0.2316
H 0.1212 -0.1121 -0.1279
H 0.2719 0.0943 0.0702
H 0.0086 -0.0520 0.1317
H -0.0768 0.1969 -0.0501

Properties
SMILES   CC(=O)C(=O)C=O
Orbital gap   9.821 eV
LUMO level   0.11 eV
HOMO energy   -9.71 eV
Molar mass   100.07 g/mol
Total energy   -380.48199 Eh
Maximum force   0.018 Eh/bohr
ΔE to the lowest compared entry with this formula, charge and spin   40.8 kcal/mol
Total charge   0